# 1
Entry from the OMol25 dataset: a gas-phase ion, C22H31N2O3 (charge +1) (ωB97M-V/def2-TZVPD).

Computed properties:
charge	+1
SMILES	COc1ccc([NH+]2CCN(C[C@H](O)COc3cc(C)ccc3C)CC2)cc1
HOMO level	-10.9	eV
relative energy (zero: lowest compared OMol25 entry of this formula, charge and spin)	160.2	kJ/mol

CARTESIAN COORDINATES (ANGSTROEM)
C -4.86765 -3.66295 -0.87076
O -4.64512 -2.89845 0.29726
C -3.83996 -1.83082 0.24527
C -3.17213 -1.37843 -0.89430
C -2.35728 -0.26332 -0.82266
C -2.18951 0.41208 0.37481
N -1.33940 1.59695 0.39912
C -0.29469 1.58720 1.45047
C 0.33004 3.00555 1.53279
N 0.17926 3.74596 0.31592
C 1.18009 3.73041 -0.71097
C 1.44396 2.40798 -1.48438
O 0.21012 1.77679 -1.80049
C 2.38473 1.43178 -0.72747
O 1.77020 0.16145 -0.70489
C 2.52501 -0.93133 -0.30168
C 3.78784 -0.82898 0.25540
C 4.48380 -1.96870 0.64507
C 5.86154 -1.85244 1.21668
C 3.88508 -3.20700 0.47104
C 2.61948 -3.30373 -0.07845
C 1.91646 -2.17833 -0.47416
C 0.54503 -2.27983 -1.07144
C -1.20311 3.99544 -0.03285
C -2.11575 2.85524 0.45334
C -2.86918 -0.01446 1.51018
C -3.67902 -1.12443 1.44569
H -5.54148 -4.46276 -0.57097
H -5.34164 -3.06508 -1.65383
H -3.93660 -4.09560 -1.24681
H -3.28039 -1.88539 -1.83855
H -1.85910 0.08373 -1.71553
H -0.80172 1.63825 -0.51712
H 0.43848 0.82760 1.17580
H -0.73243 1.31198 2.40978
H 1.38439 2.93695 1.79772
H -0.16804 3.57105 2.32829
H 2.13448 4.04066 -0.27498
H 0.89448 4.49018 -1.44006
H 1.93000 2.68683 -2.42863
H 0.43320 0.86975 -2.06236
H 2.57011 1.78335 0.29516
H 3.34752 1.38151 -1.24815
H 4.25561 0.13314 0.39748
H 6.59999 -1.92294 0.41765
H 6.05582 -2.65672 1.92135
H 6.00056 -0.89871 1.72005
H 4.41092 -4.10156 0.76645
H 2.16619 -4.27502 -0.20721
H 0.25839 -3.32162 -1.17970
H -0.18962 -1.78208 -0.43796
H 0.52050 -1.81057 -2.05467
H -1.28505 4.10066 -1.11511
H -1.53802 4.93546 0.42614
H -2.99093 2.76100 -0.19044
H -2.45624 3.01702 1.47744
H -2.77852 0.51418 2.44590
H -4.21060 -1.47275 2.31563

Atoms 1-3, force components in eV/Å:
C -0.1 -0.2 -0.3
O 0.0 0.1 0.3
C 0.3 0.3 0.0

=====

# 2
Entry from the OMol25 dataset: a gas-phase ion, C4H12N3 (charge +1) at a distorted geometry (ωB97M-V/def2-TZVPD).

Computed properties:
charge	+1
SMILES	NCC/C(N)=C/[NH3+]
HOMO level	-12.4	eV
relative energy (zero: lowest compared OMol25 entry of this formula, charge and spin)	212.1	kJ/mol

CARTESIAN COORDINATES (ANGSTROEM)
N -0.65048 0.23328 -3.03082
C -0.13871 -0.42802 -1.80609
C 0.17210 0.76209 -0.83264
C 0.30665 0.29576 0.59371
N 1.54290 0.49684 1.22259
C -0.71970 -0.24167 1.25656
N -0.53838 -0.90455 2.54947
H 0.10480 0.42592 -3.67237
H -1.40192 -0.27730 -3.46732
H -0.93280 -1.10169 -1.46424
H 0.73912 -1.05193 -1.90389
H -0.59160 1.53091 -1.00996
H 0.99243 1.32697 -1.26380
H 1.47505 1.01003 2.08922
H 2.31121 0.70966 0.61830
H -1.68200 -0.36625 0.78795
H 0.29156 -0.55487 3.01455
H -1.36826 -0.81609 3.13876
H -0.36719 -1.91075 2.45038

Atoms 1-3, force components in eV/Å:
N 0.7 -0.5 0.6
C -1.1 1.4 -0.3
C -1.0 -0.9 -0.8

=====

# 3
Entry from the OMol25 dataset: a molecular structure, C49H41IrP2SiTe at a distorted geometry (ωB97M-V/def2-TZVPD).

Computed properties:
charge	+2
HOMO level	-13.6	eV
relative energy (zero: lowest compared OMol25 entry of this formula, charge and spin)	54.3	kJ/mol

CARTESIAN COORDINATES (ANGSTROEM)
Ir -0.07383 -0.40934 -0.12650
C -0.68741 -1.23198 3.43033
Si 0.29483 -0.26408 2.20999
C 2.04476 -0.85596 2.40896
C 2.58291 -1.04078 3.69425
C 3.83341 -1.60778 3.87044
C 4.57452 -2.02114 2.76556
C 4.06482 -1.85178 1.49224
C 2.80357 -1.27445 1.32188
P 2.20925 -0.89482 -0.33577
C 2.28742 -2.36228 -1.35938
C 2.31005 -3.63419 -0.78414
C 2.34358 -4.75729 -1.60101
C 2.33139 -4.61275 -2.98089
C 2.26649 -3.34777 -3.55726
C 2.23282 -2.22253 -2.75063
C 3.52032 0.24610 -0.83622
C 4.55563 -0.15345 -1.67997
C 5.66002 0.67011 -1.85929
C 5.74005 1.87857 -1.18595
C 4.71570 2.26745 -0.33101
C 3.60623 1.45656 -0.16005
C -0.16450 1.50986 2.49899
C -0.23919 1.98003 3.81759
C -0.79391 3.21730 4.11310
C -1.31815 4.00088 3.09129
C -1.24842 3.56133 1.77856
C -0.66372 2.32821 1.48622
P -0.41368 1.81996 -0.22014
C 0.90230 2.85787 -0.85328
C 1.50832 3.84308 -0.07620
C 2.43611 4.69681 -0.65878
C 2.77894 4.55032 -1.99534
C 2.19910 3.54714 -2.76416
C 1.25769 2.70561 -2.19669
C -1.76758 2.35153 -1.29949
C -2.67571 1.51556 -1.94213
C -3.69706 2.04876 -2.72055
C -3.81750 3.41996 -2.86475
C -2.88548 4.26264 -2.27238
C -1.85437 3.73597 -1.51492
H -0.19126 -1.12571 4.40014
H -0.71659 -2.29977 3.18997
H -1.70878 -0.86390 3.51718
H 2.02392 -0.73644 4.57213
H 4.23143 -1.73720 4.86880
H 5.55149 -2.46649 2.90084
H 4.65344 -2.15451 0.63257
H 2.31861 -3.74944 0.29284
H 2.38372 -5.74423 -1.15756
H 2.36659 -5.49042 -3.61418
H 2.24551 -3.24131 -4.63421
H 2.18154 -1.23740 -3.20160
H 4.51988 -1.10668 -2.19113
H 6.46459 0.35384 -2.51071
H 6.60834 2.51252 -1.31405
H 4.79064 3.19858 0.21260
H 2.83351 1.73910 0.54147
H 0.13777 1.37170 4.63420
H -0.83511 3.56161 5.13923
H -1.77886 4.95433 3.31492
H -1.66061 4.18073 0.99083
H 1.24709 3.96246 0.96774
H 2.88976 5.48060 -0.06498
H 3.49986 5.22278 -2.44327
H 2.46774 3.43639 -3.80663
H 0.78468 1.94133 -2.80595
H -2.56825 0.44918 -1.88804
H -4.39233 1.38678 -3.21821
H -4.62081 3.83566 -3.46039
H -2.95252 5.33414 -2.41194
H -1.10633 4.40280 -1.10537
Te -2.60416 -0.85929 0.73122
C -4.44386 -0.72781 -0.22048
C -5.42874 -0.05784 0.48800
C -6.69271 0.05006 -0.08580
C -6.93992 -0.49030 -1.33893
C -5.93545 -1.15917 -2.03138
C -4.67044 -1.27920 -1.47583
C -2.46451 -2.93800 0.91572
C -3.10041 -3.54000 1.99592
C -3.09744 -4.92512 2.09021
C -2.46063 -5.69348 1.12198
C -1.81314 -5.08423 0.05615
C -1.81418 -3.69773 -0.05427
H -5.23180 0.36520 1.46352
H -7.48095 0.55905 0.45311
H -7.92270 -0.39260 -1.78125
H -6.13636 -1.58734 -3.00567
H -3.89055 -1.81330 -2.00614
H -3.58925 -2.94403 2.75741
H -3.60125 -5.40495 2.91931
H -2.46726 -6.77313 1.20267
H -1.31942 -5.68449 -0.69768
H -1.32323 -3.22260 -0.89754

Atoms 1-3, force components in eV/Å:
Ir -0.8 -0.8 -0.4
C -0.4 -0.5 0.0
Si 0.5 0.4 -0.8

=====

# 4
Entry from the OMol25 dataset: a single C4H8OS molecule at a distorted geometry (ωB97M-V/def2-TZVPD).

Computed properties:
charge	0
SMILES	C[C@H]1COCS1
HOMO level	-8.5	eV
relative energy (zero: lowest compared OMol25 entry of this formula, charge and spin)	125.0	kJ/mol

CARTESIAN COORDINATES (ANGSTROEM)
C -0.04830 1.88469 -0.16537
C -0.04134 0.45072 -0.43089
C 0.95266 -0.41277 0.32641
O 0.54565 -1.71441 -0.03580
C -0.78603 -1.94019 0.22061
S -1.66238 -0.46622 -0.54325
H -0.41748 2.58628 -0.86677
H -0.64972 2.20774 0.70105
H 0.98832 2.19820 -0.01639
H 0.41229 0.34245 -1.51010
H 1.97169 -0.15772 -0.05717
H 1.04033 -0.15612 1.41688
H -1.07548 -1.99560 1.31485
H -1.23022 -2.82706 -0.35406

Atoms 1-3, force components in eV/Å:
C 0.1 1.8 2.2
C 0.4 -1.1 -3.9
C 0.0 1.0 0.4

=====

The evaluated electronic energy for the records listed, in turn: -32433.2575, -8805.5355, -88054.7901, -17159.1541 eV.
The evaluated Kohn-Sham gap for the records listed, in turn: 9.0, 8.8, 6.9, 9.4 eV.
The evaluated lowest unoccupied orbital energy for the records listed, in turn: -1.95, -3.61, -6.78, 0.92 eV.